(1)
CH3FO2S | the ωB97M-V functional and the def2-TZVPD basis

* frontier orbital gap: 11.586 eV
* net charge: 0
* ΔE to the lowest compared entry with this formula, charge and spin: 27.11 kcal per mole

Each line ends with the Mulliken charge.
CARTESIAN COORDINATES (ANGSTROEM)
O 1.861043 0.461983 -0.404764  -0.525
S 0.622031 0.628474 0.294133  0.834
O 0.538895 0.702102 1.762226  -0.555
C -0.557480 -0.651036 -0.326686  -0.306
F -0.136756 -1.907477 -0.089779  -0.229
H -0.170749 1.691399 -0.147703  0.156
H -1.356847 -0.482504 0.272967  0.310
H -0.800137 -0.442941 -1.360394  0.316

Forces on the atoms, in the same order (eV/Å):
-0.0702 0.5463 0.0868
-1.1240 -0.5868 1.6625
0.2956 -0.1510 -2.3216
2.0393 0.4455 -0.4128
0.5461 -0.4265 -0.3115
0.8282 -0.2954 -0.0300
-2.8236 0.5938 1.7426
0.3087 -0.1259 -0.4160

(2)
CH3FP2 | the ωB97M-V functional and the def2-TZVPD basis

* frontier orbital gap (spin up / spin down): 7.565 / 6.336 eV
* net charge: 0
* ΔE to the lowest compared entry with this formula, charge and spin: 119.76 kcal per mole

Each line ends with the Mulliken charge.
CARTESIAN COORDINATES (ANGSTROEM)
C -0.692243 0.285637 -0.334600  -0.027
F -1.572826 0.513709 -1.293592  -0.141
P -1.132847 -1.704034 1.526274  0.059
P 0.955810 0.198406 -1.063781  -0.033
H -0.328786 -0.905802 2.247937  0.029
H 1.049282 1.543604 -1.211936  0.056
H 1.721609 0.068482 0.129698  0.058

Forces on the atoms, in the same order (eV/Å):
-0.5658 -1.4125 1.6425
-0.1956 -0.1037 0.1319
-0.8434 0.4642 -2.5811
0.5484 -1.6427 0.0980
1.1630 1.0511 1.0498
0.2313 1.4348 -0.1806
-0.3379 0.2088 -0.1607

(3)
CH3FP2 | the ωB97M-V functional and the def2-TZVPD basis

* frontier orbital gap (spin up / spin down): 7.836 / 7.757 eV
* net charge: 0
* ΔE to the lowest compared entry with this formula, charge and spin: 88.23 kcal per mole

Each line ends with the Mulliken charge.
CARTESIAN COORDINATES (ANGSTROEM)
C 0.762397 0.762185 -0.680568  0.069
F 2.008157 1.109293 -0.463820  -0.133
P -0.402280 1.284111 -1.782120  -0.023
P -0.033029 -1.428905 1.033493  -0.045
H -1.100819 0.064673 -1.463522  0.014
H 0.096200 -1.114540 2.440090  0.065
H -1.330625 -0.676820 0.916446  0.054

Forces on the atoms, in the same order (eV/Å):
-0.1213 -0.8834 0.2729
-0.6284 0.2511 0.0332
0.6060 -0.8812 0.6623
-1.0267 1.5042 -0.4810
-0.1744 0.6601 -0.0987
0.0396 0.1696 -0.6093
1.3053 -0.8204 0.2207

(4)
CH3FS | the ωB97M-V functional and the def2-TZVPD basis

* frontier orbital gap (spin up / spin down): 8.744 / 8.465 eV
* net charge: 0
* ΔE to the lowest compared entry with this formula, charge and spin: 77.66 kcal per mole

Each line ends with the Mulliken charge.
CARTESIAN COORDINATES (ANGSTROEM)
C -0.416020 -0.088642 0.224734  -0.262
F -1.119483 0.391340 -0.846581  -0.190
S 0.872367 -1.144314 -0.308942  -0.123
H 0.402624 1.515605 1.089316  0.057
H -0.808776 -0.314669 1.193439  0.370
H 1.069288 -0.359320 -1.351964  0.148

Forces on the atoms, in the same order (eV/Å):
2.5576 2.9894 0.0339
-0.1159 -0.4511 1.7368
-0.3493 -0.1617 0.4086
-1.2739 -2.3239 -1.4713
-1.2321 -0.1638 -0.1678
0.4135 0.1112 -0.5401